1.
{
  "formula": "C8H19FN5",
  "method": "wB97M-V/def2-TZVPD",
  "total_charge": 1,
  "multiplicity": 1,
  "gap_ev": 9.072,
  "homo_ev": -12.37,
  "lumo_energy_ev": -3.299,
  "elements": ["C", "C", "C", "C", "C", "C", "C", "C", "N", "N", "N", "N", "N", "F", "H", "H", "H", "H", "H", "H", "H", "H", "H", "H", "H", "H", "H", "H", "H", "H", "H", "H", "H"],
  "positions_angstrom": [[0.220, -1.183, 2.128], [-0.991, 0.749, -3.572], [0.329, 0.691, 0.669], [-1.140, 2.242, -3.441], [-1.157, -1.082, 0.067], [-0.440, -1.475, -3.100], [1.193, -1.006, 4.320], [1.436, 2.735, 0.808], [-0.111, -0.582, 0.896], [-0.578, -0.077, -2.746], [0.602, -0.401, 3.073], [-0.029, -2.560, 2.202], [0.882, 1.560, 1.436], [0.460, -3.276, 1.129], [-1.312, 0.227, -4.569], [0.032, 1.072, -0.270], [-0.408, 2.707, -2.923], [-2.113, 2.352, -2.751], [-1.187, 2.731, -4.428], [-0.836, -1.903, -0.461], [-2.037, -1.310, 0.720], [-1.479, -0.289, -0.703], [-0.639, -1.594, -4.143], [0.520, -1.917, -2.713], [-1.306, -1.917, -2.636], [1.012, -2.107, 4.375], [0.842, -0.550, 5.203], [2.251, -1.103, 4.147], [0.855, 3.032, -0.118], [1.340, 3.563, 1.415], [2.545, 2.483, 0.529], [0.225, -3.158, 3.018], [1.020, 1.347, 2.436]]
}

=====

2.
{
  "formula": "C8H19N2O4P",
  "method": "wB97M-V/def2-TZVPD",
  "multiplicity": 1,
  "smiles": "CCN[P@](=O)(CC[C@H](N)C(=O)OC)OC",
  "gap_ev": 10.230,
  "homo_ev": -9.47,
  "lumo_energy_ev": 0.756,
  "elements": ["C", "C", "N", "P", "O", "C", "C", "C", "N", "C", "O", "O", "C", "O", "C", "H", "H", "H", "H", "H", "H", "H", "H", "H", "H", "H", "H", "H", "H", "H", "H", "H", "H", "H"],
  "positions_angstrom": [[0.377, -2.695, 2.207], [-0.742, -1.956, 1.506], [-0.484, -0.475, 1.364], [-1.760, 0.565, 0.863], [-3.006, -0.192, 0.964], [-1.577, 0.955, -0.894], [-0.381, 0.184, -1.529], [0.981, 0.933, -1.283], [1.049, 2.085, -2.277], [1.987, -0.152, -1.603], [1.940, -0.714, -2.714], [2.945, -0.330, -0.624], [3.941, -1.243, -0.889], [-1.763, 2.045, 1.596], [-2.946, 2.747, 1.592], [-0.073, -3.672, 2.402], [1.264, -2.771, 1.592], [0.630, -2.204, 3.184], [-0.983, -2.500, 0.574], [-1.609, -2.067, 2.095], [0.051, -0.064, 2.122], [-2.520, 0.741, -1.412], [-1.515, 1.993, -1.092], [-0.628, 0.059, -2.615], [-0.401, -0.853, -1.185], [0.957, 1.200, -0.164], [1.494, 1.882, -3.154], [0.114, 2.350, -2.583], [3.706, -2.278, -0.596], [4.082, -1.258, -1.934], [4.765, -1.007, -0.334], [-2.873, 3.832, 1.937], [-3.444, 2.669, 0.622], [-3.578, 2.191, 2.265]]
}